ORCA calculation (the ωB97M-V functional and the def2-TZVPD basis) on a 16-piece molecular cluster, C48H128O48S16 overall at a distorted geometry.

Each line ends with the Löwdin charge.
Geometry (Å):
O: -0.94 9.58 -0.49  -0.31
S: -1.82 8.82 0.39  0.66
O: -2.91 8.13 -0.26  -0.31
O: -0.99 7.89 1.51  -0.27
C: -1.59 6.54 1.78  -0.21
C: -1.08 5.52 0.77  -0.08
C: -2.60 10.10 1.51  -0.09
H: -2.68 6.57 1.73  0.10
H: -1.44 6.34 2.84  0.11
H: -1.21 5.87 -0.26  0.07
H: -1.81 4.72 0.66  0.06
H: -0.09 5.06 0.86  0.06
H: -3.37 10.57 0.91  0.06
H: -1.85 10.81 1.84  0.06
H: -2.96 9.48 2.34  0.06
O: -2.23 -6.21 0.49  -0.29
S: -2.38 -4.79 0.59  0.65
O: -1.53 -4.02 1.48  -0.30
O: -2.19 -4.12 -0.92  -0.29
C: -0.90 -4.04 -1.52  -0.29
C: -0.71 -5.18 -2.50  -0.05
C: -4.19 -4.41 0.81  -0.07
H: -0.09 -4.06 -0.79  0.11
H: -0.91 -3.08 -2.04  0.11
H: -1.61 -5.04 -3.10  0.08
H: -0.89 -6.14 -2.01  0.08
H: 0.25 -5.06 -3.01  0.08
H: -4.79 -5.08 0.20  0.08
H: -4.21 -3.46 0.28  0.04
H: -4.39 -4.35 1.88  0.07
O: 5.31 5.79 2.35  -0.31
S: 4.32 5.15 1.45  0.78
O: 4.43 5.11 -0.06  -0.35
O: 4.06 3.50 1.94  -0.30
C: 4.83 2.51 1.32  -0.28
C: 4.55 1.08 1.91  -0.03
C: 2.59 5.71 1.81  -0.10
H: 5.80 2.91 1.60  0.11
H: 4.61 2.66 0.26  0.09
H: 5.24 0.36 1.47  0.05
H: 3.60 0.70 1.52  0.06
H: 4.82 1.06 2.96  0.07
H: 2.13 6.54 1.28  0.08
H: 2.56 5.74 2.90  0.07
H: 2.00 4.85 1.49  0.04
O: -0.70 3.87 3.18  -0.32
S: -1.45 3.35 4.32  0.68
O: -1.91 4.35 5.33  -0.32
O: -2.65 2.48 3.72  -0.27
C: -3.61 3.07 2.91  -0.28
C: -3.89 2.23 1.73  -0.06
C: -0.36 2.00 5.04  -0.06
H: -3.47 4.09 2.55  0.12
H: -4.48 3.04 3.57  0.11
H: -3.92 1.14 1.77  0.08
H: -3.21 2.42 0.90  0.05
H: -4.89 2.45 1.35  0.09
H: 0.08 1.61 4.12  0.05
H: -0.95 1.24 5.55  0.04
H: 0.45 2.51 5.56  0.07
O: -6.06 -2.74 -1.70  -0.30
S: -5.92 -1.97 -2.93  0.71
O: -7.03 -1.10 -3.33  -0.30
O: -4.53 -1.03 -2.87  -0.28
C: -4.43 0.05 -3.75  -0.32
C: -4.97 1.36 -3.23  -0.06
C: -5.48 -3.03 -4.41  -0.09
H: -4.70 -0.12 -4.79  0.12
H: -3.35 0.13 -3.73  0.10
H: -4.56 2.10 -3.91  0.09
H: -4.64 1.54 -2.21  0.08
H: -6.04 1.55 -3.35  0.07
H: -4.62 -3.66 -4.18  0.05
H: -5.31 -2.33 -5.23  0.06
H: -6.29 -3.75 -4.53  0.07
O: 5.60 0.88 6.16  -0.28
S: 4.16 0.71 6.27  0.69
O: 3.26 1.27 5.23  -0.32
O: 3.75 -0.87 6.43  -0.30
C: 4.63 -1.57 7.26  -0.28
C: 3.73 -2.58 8.09  -0.05
C: 3.60 1.23 7.98  -0.07
H: 5.32 -0.98 7.84  0.11
H: 5.19 -2.20 6.56  0.11
H: 4.29 -3.18 8.80  0.07
H: 3.14 -3.17 7.39  0.07
H: 2.92 -2.22 8.71  0.06
H: 3.60 2.30 7.80  0.07
H: 4.24 0.80 8.75  0.07
H: 2.61 0.78 8.09  0.07
O: -2.45 -5.43 -7.49  -0.28
S: -3.57 -4.67 -6.98  0.73
O: -4.72 -5.32 -6.24  -0.33
O: -3.02 -3.52 -5.93  -0.33
C: -2.25 -2.47 -6.55  -0.25
C: -1.40 -1.83 -5.39  -0.03
C: -4.27 -3.47 -8.32  -0.09
H: -2.80 -1.73 -7.13  0.11
H: -1.58 -3.01 -7.21  0.11
H: -1.25 -0.78 -5.64  0.07
H: -0.48 -2.39 -5.22  0.08
H: -2.03 -1.74 -4.50  0.06
H: -4.74 -2.55 -7.98  0.06
H: -5.00 -4.05 -8.87  0.06
H: -3.55 -3.23 -9.11  0.07
O: 8.84 -3.26 1.42  -0.28
S: 8.39 -4.09 0.30  0.68
O: 6.95 -4.32 0.10  -0.32
O: 9.13 -3.42 -1.05  -0.30
C: 8.31 -3.05 -2.19  -0.25
C: 7.83 -4.32 -2.88  -0.08
C: 9.15 -5.75 0.37  -0.09
H: 8.95 -2.59 -2.94  0.13
H: 7.44 -2.43 -1.96  0.11
H: 8.69 -4.86 -3.28  0.08
H: 7.21 -4.04 -3.73  0.07
H: 7.16 -5.01 -2.38  0.06
H: 9.37 -6.16 1.36  0.08
H: 9.88 -5.91 -0.42  0.07
H: 8.32 -6.25 -0.14  0.05
O: -11.44 -2.83 0.24  -0.26
S: -10.95 -2.11 -0.88  0.63
O: -11.82 -1.53 -1.88  -0.30
O: -9.90 -0.98 -0.33  -0.25
C: -9.67 0.14 -1.20  -0.31
C: -8.42 0.87 -1.01  -0.07
C: -9.77 -3.10 -1.88  -0.10
H: -10.59 0.69 -1.38  0.12
H: -9.61 -0.29 -2.20  0.10
H: -7.78 0.23 -0.41  0.10
H: -8.64 1.81 -0.51  0.07
H: -7.86 1.13 -1.91  0.06
H: -9.50 -2.73 -2.87  0.06
H: -10.27 -4.07 -1.97  0.06
H: -8.85 -3.16 -1.29  0.05
O: -0.46 3.02 -5.43  -0.28
S: -0.21 2.54 -4.13  0.72
O: -0.71 1.23 -3.67  -0.33
O: 1.51 2.72 -3.83  -0.24
C: 2.24 1.66 -3.37  -0.37
C: 3.52 2.07 -2.69  -0.05
C: -0.78 3.94 -2.94  -0.04
H: 2.51 1.11 -4.27  0.09
H: 1.68 1.05 -2.67  0.10
H: 4.07 2.57 -3.49  0.09
H: 4.21 1.26 -2.47  0.07
H: 3.50 2.76 -1.86  0.07
H: -1.10 4.72 -3.63  0.07
H: 0.11 4.10 -2.32  0.06
H: -1.53 3.26 -2.54  0.03
O: -0.97 0.48 1.60  -0.33
S: -0.91 0.77 0.14  0.71
O: -0.91 2.17 -0.32  -0.31
O: 0.42 0.00 -0.46  -0.29
C: 1.12 -0.90 0.47  -0.23
C: 2.16 -1.51 -0.46  -0.04
C: -2.33 -0.19 -0.69  -0.04
H: 0.35 -1.54 0.89  0.11
H: 1.62 -0.38 1.29  0.08
H: 2.92 -0.76 -0.70  0.08
H: 1.73 -1.74 -1.43  0.06
H: 2.73 -2.40 -0.19  0.06
H: -3.11 0.52 -0.95  0.05
H: -2.63 -1.06 -0.11  0.07
H: -1.70 -0.49 -1.53  0.04
O: 3.93 -3.31 4.66  -0.29
S: 3.69 -2.60 3.41  0.73
O: 4.68 -1.86 2.59  -0.30
O: 2.85 -3.64 2.45  -0.28
C: 3.57 -4.52 1.59  -0.27
C: 4.18 -5.79 2.29  -0.05
C: 2.21 -1.40 3.65  -0.06
H: 4.28 -3.98 0.96  0.08
H: 2.87 -4.94 0.86  0.10
H: 5.04 -5.42 2.86  0.07
H: 4.58 -6.60 1.68  0.07
H: 3.48 -6.35 2.91  0.08
H: 1.45 -1.76 2.95  0.04
H: 2.52 -0.36 3.56  0.03
H: 1.80 -1.49 4.66  0.06
O: -6.81 3.76 -1.06  -0.33
S: -6.28 4.99 -1.66  0.69
O: -5.65 4.93 -2.98  -0.29
O: -7.53 6.08 -1.70  -0.27
C: -8.71 5.91 -0.94  -0.28
C: -9.86 6.82 -1.42  -0.05
C: -5.19 5.89 -0.52  -0.11
H: -8.57 6.08 0.12  0.12
H: -9.01 4.86 -0.98  0.10
H: -9.93 7.74 -0.84  0.07
H: -10.81 6.29 -1.38  0.08
H: -9.68 7.14 -2.45  0.08
H: -5.32 6.94 -0.79  0.07
H: -4.21 5.49 -0.77  0.06
H: -5.39 5.69 0.53  0.07
O: 12.40 0.44 1.08  -0.29
S: 11.62 -0.68 1.49  0.65
O: 11.87 -1.54 2.60  -0.26
O: 9.97 -0.36 1.54  -0.28
C: 9.31 0.52 0.54  -0.24
C: 8.12 -0.10 -0.20  -0.06
C: 11.57 -1.67 -0.09  -0.11
H: 10.03 0.95 -0.16  0.11
H: 8.85 1.31 1.14  0.11
H: 7.43 -0.51 0.54  0.07
H: 8.68 -0.95 -0.60  0.04
H: 7.55 0.50 -0.91  0.09
H: 12.58 -1.85 -0.46  0.06
H: 11.14 -1.08 -0.91  0.06
H: 11.08 -2.62 0.10  0.03
O: 5.99 -2.26 -6.17  -0.29
S: 4.70 -2.14 -5.50  0.68
O: 3.51 -2.62 -6.19  -0.30
O: 4.78 -2.83 -4.02  -0.28
C: 3.63 -3.29 -3.35  -0.27
C: 4.14 -3.96 -2.00  -0.04
C: 4.43 -0.34 -4.94  -0.08
H: 2.98 -3.97 -3.90  0.12
H: 2.93 -2.51 -3.06  0.09
H: 3.49 -4.60 -1.41  0.07
H: 4.64 -3.20 -1.40  0.07
H: 4.91 -4.53 -2.50  0.06
H: 3.96 0.22 -5.75  0.07
H: 5.43 0.01 -4.68  0.07
H: 3.80 -0.28 -4.05  0.02
O: -2.87 0.35 6.36  -0.30
S: -4.27 0.52 5.97  0.73
O: -4.83 1.86 5.75  -0.28
O: -4.51 -0.42 4.60  -0.26
C: -3.95 -1.68 4.55  -0.31
C: -2.58 -1.62 3.94  -0.07
C: -5.45 -0.48 7.09  -0.08
H: -4.59 -2.36 3.99  0.13
H: -3.66 -1.99 5.55  0.10
H: -2.05 -0.68 3.99  0.07
H: -2.51 -1.97 2.90  0.05
H: -1.94 -2.39 4.36  0.09
H: -5.36 -0.06 8.09  0.06
H: -5.06 -1.49 7.20  0.06
H: -6.50 -0.34 6.85  0.07

Values from the calculation:
Maximum force: 4.9 eV/A
Relative energy (zero: lowest compared OMol25 entry of this formula, charge and spin): 276.3 kcal/mol
HOMO: -10.46 eV
Frontier orbital gap: 10.368 eV